Entry from the OMol25 dataset: C2H2OS2 in the gas phase in a non-equilibrium geometry (ωB97M-V/def2-TZVPD).

Spin multiplicity: 1
LUMO in hartree: -0.02877
E_tot in a.u.: -948.950236
Total charge: 0
Relative energy (zero: lowest compared OMol25 entry of this formula, charge and spin) in kJ/mol: 143.8
E_HOMO in eV: -8.7

Each line ends with the Mulliken charge.
Cartesian coordinates (Å):
C: -1.38 0.89 0.20  0.039
C: 0.23 -0.03 0.10  0.138
O: -2.36 0.31 0.08  -0.325
S: 1.61 0.87 0.10  -0.211
S: 0.05 -1.69 0.07  -0.148
H: -1.36 1.99 0.43  0.343
H: 1.26 -2.03 0.51  0.163